{"formula": "C10H13N4O5S", "method": "ωB97M-V/def2-TZVPD", "e_tot_ev": -37605.395, "homo_lumo_gap_ev": 5.489, "homo_energy_ev": -4.1, "total_charge": -1, "max_force_ev_per_a": 6.31, "elements": ["O", "C", "O", "N", "C", "C", "C", "C", "N", "C", "C", "C", "C", "N", "C", "S", "H", "H", "H", "H", "H", "H", "H", "H", "H", "H", "H", "H", "H", "N", "O", "O", "O"], "coordinates": [[0.88, -1.88, 1.27], [1.96, -1.30, 0.95], [3.17, -1.93, 1.34], [1.86, -0.03, 0.21], [2.20, 1.16, 1.06], [0.87, 1.52, 1.93], [-0.34, 2.03, 0.97], [-1.77, 1.41, 1.37], [-2.15, 0.21, 0.55], [-1.92, 0.00, -0.86], [-2.44, -1.40, -1.26], [-3.04, -1.97, 0.08], [-2.83, -0.90, 1.20], [2.53, -0.05, -1.02], [3.81, 0.15, -0.92], [5.41, 0.60, -0.94], [3.00, -2.51, 2.12], [2.42, 2.11, 0.45], [3.04, 0.89, 1.80], [1.14, 2.44, 2.57], [0.54, 0.66, 2.60], [-0.46, 3.17, 1.01], [-0.01, 1.78, -0.10], [-1.71, 1.02, 2.46], [-2.62, 2.19, 1.37], [-1.40, 0.78, -1.52], [-2.37, -1.86, -2.30], [-3.54, -2.99, 0.15], [-3.16, -1.02, 2.28], [-0.77, -1.06, -4.70], [0.08, -1.84, -5.16], [-0.46, 0.10, -4.38], [-1.95, -1.45, -4.56]], "lowdin_charge": [0.07, -0.39, 0.05, -0.12, -0.17, -0.16, -0.17, -0.16, -0.18, -0.05, -0.04, -0.09, -0.10, 0.08, -0.62, 0.65, 0.12, 0.14, 0.12, 0.11, 0.11, 0.11, 0.10, 0.11, 0.12, 0.11, 0.07, 0.06, 0.09, -0.65, -0.09, -0.10, -0.11]}

{"formula": "C24H35N8O2Re", "method": "ωB97M-V/def2-TZVPD", "spin_multiplicity": 4, "e_tot_ev": -43576.425, "homo_lumo_gap_ev": [6.102, 6.674], "homo_energy_ev": [-15.0, -16.1], "total_charge": 3, "max_force_ev_per_a": 1.18, "elements": ["Re", "N", "C", "C", "C", "N", "H", "H", "H", "H", "H", "H", "H", "H", "H", "H", "C", "O", "C", "C", "C", "C", "C", "C", "N", "N", "C", "C", "C", "C", "O", "C", "N", "C", "C", "C", "C", "H", "H", "H", "H", "H", "H", "H", "H", "H", "H", "H", "H", "C", "N", "C", "C", "N", "N", "C", "C", "H", "H", "H", "H", "H", "H", "H", "H", "H", "H", "H", "H", "H"], "coordinates": [[-1.83, 1.35, 0.21], [-2.69, -0.61, 0.59], [-4.03, -0.91, 0.01], [-5.10, 0.02, 0.56], [-5.04, 1.45, 0.03], [-3.84, 2.18, 0.54], [-2.04, -1.35, 0.32], [-2.75, -0.67, 1.60], [-4.30, -1.94, 0.24], [-3.96, -0.81, -1.07], [-5.06, 0.03, 1.65], [-6.07, -0.39, 0.29], [-5.94, 1.98, 0.32], [-4.99, 1.44, -1.06], [-3.93, 2.25, 1.55], [-3.91, 3.14, 0.21], [5.92, -6.59, 0.76], [4.74, -6.05, 1.37], [4.75, -4.86, 1.90], [5.86, -3.99, 1.91], [5.73, -2.74, 2.45], [4.49, -2.30, 2.97], [3.40, -3.21, 3.04], [3.54, -4.46, 2.52], [4.41, -1.04, 3.45], [3.56, -0.24, 3.75], [2.37, 0.20, 3.26], [1.53, 0.81, 4.19], [0.26, 1.25, 3.87], [-0.21, 1.13, 2.57], [-1.41, 1.51, 2.18], [0.67, 0.61, 1.56], [0.17, 0.63, 0.29], [0.95, 0.23, -0.70], [2.27, -0.19, -0.49], [2.78, -0.21, 0.78], [1.97, 0.15, 1.87], [5.62, -7.54, 0.33], [6.71, -6.75, 1.49], [6.29, -5.93, -0.03], [6.81, -4.31, 1.51], [6.58, -2.07, 2.49], [2.50, -2.91, 3.56], [2.74, -5.18, 2.58], [1.89, 0.91, 5.20], [-0.38, 1.71, 4.61], [0.54, 0.26, -1.70], [2.88, -0.46, -1.34], [3.82, -0.47, 0.93], [-2.07, 4.59, -2.98], [-1.52, 3.36, -2.40], [-0.84, 3.47, -1.13], [-1.88, 2.13, -2.81], [-2.00, 1.21, -1.84], [-2.09, 1.86, -4.10], [-1.47, 2.63, -5.18], [-2.79, 0.64, -4.50], [-2.67, 5.11, -2.22], [-2.73, 4.36, -3.81], [-1.29, 5.27, -3.32], [-0.65, 4.52, -0.90], [0.12, 2.96, -1.13], [-1.45, 3.09, -0.27], [-2.09, 0.28, -2.23], [-0.67, 3.25, -4.79], [-2.20, 3.26, -5.70], [-1.06, 1.94, -5.90], [-3.68, 0.48, -3.89], [-2.14, -0.24, -4.45], [-3.11, 0.75, -5.53]], "mulliken_spin": [1.77, 0.00, 0.00, 0.00, 0.01, 0.00, 0.00, 0.01, 0.00, 0.00, 0.00, 0.00, 0.00, 0.00, 0.01, 0.00, 0.00, 0.04, 0.06, 0.00, 0.05, 0.10, 0.02, 0.00, 0.26, 0.25, 0.05, 0.08, -0.02, 0.10, 0.05, 0.02, 0.01, -0.03, 0.02, -0.01, 0.01, 0.00, 0.00, 0.00, 0.00, 0.00, 0.00, 0.00, 0.00, 0.00, 0.00, 0.00, 0.00, 0.00, 0.00, 0.03, 0.01, 0.07, 0.03, 0.00, 0.00, 0.00, 0.00, 0.00, 0.00, 0.00, 0.00, 0.01, 0.00, 0.00, 0.00, 0.00, 0.00, 0.00]}

{"formula": "C5H14N2O", "method": "ωB97M-V/def2-TZVPD", "e_tot_ev": -10439.241, "homo_lumo_gap_ev": 9.296, "homo_energy_ev": -8.4, "total_charge": 0, "max_force_ev_per_a": 1.47, "elements": ["C", "C", "N", "C", "C", "C", "N", "H", "H", "H", "H", "H", "H", "H", "H", "H", "H", "H", "H", "O", "H", "H"], "coordinates": [[0.13, 0.72, 1.93], [-0.22, 1.45, 0.63], [0.16, 2.86, 0.63], [0.44, 0.82, -0.60], [0.60, -0.69, -0.56], [0.41, -1.43, -1.65], [0.75, -2.76, -1.81], [-0.37, -0.24, 2.01], [1.21, 0.63, 2.05], [-0.18, 1.36, 2.76], [-1.31, 1.43, 0.50], [-0.16, 3.32, 1.49], [1.17, 2.94, 0.72], [1.45, 1.25, -0.69], [-0.07, 1.10, -1.52], [1.35, -1.04, 0.15], [-0.01, -0.99, -2.55], [1.07, -3.25, -0.99], [0.15, -3.32, -2.40], [-2.32, -1.49, 0.34], [-1.40, -1.33, 0.04], [-2.85, -1.34, -0.46]], "lowdin_charge": [-0.08, -0.47, 0.01, -0.18, -0.16, -0.23, 0.05, 0.07, 0.08, 0.07, 0.13, 0.07, 0.07, 0.11, 0.11, 0.11, 0.12, 0.09, 0.08, -0.08, -0.01, 0.03]}

{"formula": "C4H11NOS", "method": "ωB97M-V/def2-TZVPD", "e_tot_ev": -18696.870, "homo_lumo_gap_ev": 9.289, "homo_energy_ev": -8.6, "total_charge": 0, "max_force_ev_per_a": 9.96, "elements": ["C", "C", "N", "O", "H", "H", "H", "H", "H", "C", "S", "C", "H", "H", "H", "H", "H", "H"], "coordinates": [[-0.92, 2.21, 1.13], [-1.15, 1.57, -0.37], [-0.22, 1.51, -1.39], [-2.24, 1.00, -0.49], [-0.04, 2.46, 1.52], [-1.48, 1.71, 1.76], [-1.45, 3.15, 1.12], [-0.26, 0.91, -2.08], [0.78, 1.79, -1.03], [-0.54, -1.59, -1.02], [1.36, -1.35, -0.59], [1.93, -2.15, 0.99], [-1.16, -1.28, -0.29], [-0.41, -0.72, -1.69], [-0.63, -2.56, -1.58], [2.31, -1.31, 1.61], [2.95, -2.73, 0.88], [1.16, -2.63, 1.52]], "lowdin_charge": [0.05, -0.46, 0.13, -0.01, 0.02, 0.01, 0.08, 0.00, 0.15, -0.28, 0.68, -0.44, -0.03, -0.04, 0.05, 0.01, 0.07, 0.00]}

{"formula": "C5H9FO", "method": "ωB97M-V/def2-TZVPD", "e_tot_ev": -10094.607, "homo_lumo_gap_ev": 10.756, "homo_energy_ev": -10.0, "total_charge": 0, "max_force_ev_per_a": 4.34, "elements": ["C", "C", "C", "C", "C", "O", "F", "H", "H", "H", "H", "H", "H", "H", "H", "H"], "coordinates": [[-0.40, 0.75, 1.30], [-0.05, -0.02, -0.03], [-0.66, 0.69, -1.17], [-0.33, -1.58, -0.06], [1.84, 0.16, -0.09], [2.43, 1.17, -0.22], [2.44, -0.95, 0.28], [0.31, 0.76, 2.17], [-1.28, 0.20, 1.64], [-0.72, 1.80, 0.98], [-0.30, 0.21, -2.09], [-0.29, 1.89, -1.26], [-1.72, 0.55, -1.20], [0.31, -2.05, 0.66], [-1.43, -1.67, 0.20], [-0.16, -1.92, -1.11]], "lowdin_charge": [-0.06, -0.45, -0.12, -0.05, -0.38, 0.13, 0.11, 0.09, 0.06, 0.10, 0.08, 0.16, 0.07, 0.06, 0.09, 0.09]}

{"formula": "C2H4NO2", "method": "ωB97M-V/def2-TZVPD", "spin_multiplicity": 2, "e_tot_ev": -7718.141, "homo_lumo_gap_ev": [11.230, 7.051], "homo_energy_ev": [-10.8, -10.8], "total_charge": 0, "max_force_ev_per_a": 6.13, "elements": ["O", "C", "O", "C", "N", "H", "H", "H", "H"], "coordinates": [[0.47, -2.16, -0.07], [0.74, -1.04, 0.33], [1.86, -0.82, 0.87], [-0.36, 0.00, 0.02], [-0.86, 1.51, -0.15], [-0.16, 1.23, 0.60], [-1.32, -0.47, 0.19], [-0.13, 1.95, -0.73], [-0.23, -0.20, -1.06]], "mulliken_spin": [0.24, -0.05, 0.74, 0.02, 0.03, 0.00, 0.01, 0.00, 0.01]}

{"formula": "C5H3NO2", "method": "ωB97M-V/def2-TZVPD", "e_tot_ev": -10814.377, "homo_lumo_gap_ev": [6.791, 6.628], "homo_energy_ev": [-7.6, -7.6], "total_charge": 0, "max_force_ev_per_a": 2.53, "elements": ["C", "C", "C", "C", "C", "N", "O", "O", "H", "H", "H"], "coordinates": [[0.47, 0.88, 0.57], [-0.33, 1.47, -0.43], [0.51, -0.52, 0.65], [-0.81, 0.78, -1.46], [-0.51, -1.22, -0.04], [1.42, -1.31, 1.14], [-1.14, -2.17, -0.20], [-1.21, 0.35, -2.46], [1.05, 1.49, 1.24], [-0.62, 2.51, -0.37], [1.16, -2.26, 1.36]], "lowdin_charge": [-0.01, -0.08, -0.46, -0.19, -0.08, 0.11, 0.22, 0.20, 0.12, 0.12, 0.04]}